i) The following is a quantum chemistry calculation of a cluster of 2 separate species, C3H10NO in total, from the OMol25 dataset.

2S+1: 1
Lowest unoccupied orbital energy (eV): -4.10
Orbital gap (eV): 7.73
Charge: +1

Positions of all 15 atoms, in Å:
1 C -0.692 2.662 -2.497
2 N -1.369 1.812 -3.565
3 H -1.141 3.646 -2.520
4 H 0.357 2.749 -2.771
5 H -0.800 2.106 -1.575
6 H -2.372 1.894 -3.385
7 H -1.257 2.065 -4.545
8 H -1.190 0.831 -3.416
9 O 0.540 -2.194 1.830
10 C 0.898 -1.940 2.952
11 C 1.473 -2.993 3.861
12 H 0.827 -0.900 3.314
13 H 1.065 -3.952 3.551
14 H 2.558 -2.969 3.892
15 H 1.101 -2.816 4.875

ii) The following is a quantum chemistry calculation of a cluster of 2 separate species, C3H10NO in total, from the OMol25 dataset.

2S+1: 1
Lowest unoccupied orbital energy (eV): -4.40
Orbital gap (eV): 10.18
Charge: +1

Positions of all 15 atoms, in Å:
1 C -0.396 0.011 1.268
2 C 1.450 0.952 0.021
3 C 0.198 -0.431 -1.027
4 N -0.021 0.578 -0.038
5 O 0.490 -1.599 -0.506
6 H -0.326 0.770 2.105
7 H -1.397 -0.384 1.132
8 H 0.450 -0.821 1.375
9 H 1.885 0.114 0.650
10 H 1.730 1.094 -1.012
11 H 1.600 1.876 0.514
12 H -2.704 -0.638 -1.189
13 H -3.148 -0.698 -1.725
14 H -0.584 1.382 -0.393
15 H 0.773 -2.206 -1.175

Energies in kJ/mol, measured from the most stable structure: i) 0.0; ii) 369.6.